Record 1
{
  "formula": "C35H39Cl2MoN2P",
  "method": "wB97M-V/def2-TZVPD",
  "elements": ["Mo", "C", "C", "C", "P", "C", "C", "C", "C", "C", "C", "C", "C", "C", "C", "N", "C", "C", "C", "C", "C", "C", "C", "C", "C", "H", "H", "H", "H", "H", "H", "H", "H", "H", "H", "H", "H", "H", "H", "H", "H", "H", "H", "H", "H", "H", "H", "H", "H", "H", "H", "H", "H", "H", "H", "H", "C", "C", "C", "C", "C", "C", "C", "H", "H", "H", "H", "H", "Cl", "C", "C", "C", "C", "C", "Cl", "C", "N", "H", "H", "H"],
  "xyz": [[0.0941, 0.0709, -1.1324], [-1.7144, -3.1853, -0.3805], [-0.2369, -3.5531, -0.2897], [-0.0171, -4.6852, 0.7094], [0.7567, -2.0228, 0.0396], [2.4775, -2.6769, 0.1584], [2.9202, -3.2448, -1.1908], [3.4736, -1.6350, 0.6544], [0.3109, -1.4083, 1.6821], [0.7714, -2.0196, 2.8517], [0.4114, -1.5721, 4.1092], [0.8985, -2.2470, 5.3639], [-0.4381, -0.4644, 4.1717], [-0.8928, 0.1745, 3.0384], [-0.5205, -0.2676, 1.7550], [-0.9367, 0.3738, 0.6013], [-1.9459, 1.3879, 0.7162], [-3.2936, 1.0228, 0.7680], [-3.7022, -0.4200, 0.7000], [-4.2639, 2.0130, 0.8697], [-3.9331, 3.3585, 0.9199], [-4.9953, 4.4223, 0.9893], [-2.5869, 3.6986, 0.8886], [-1.5877, 2.7397, 0.7916], [-0.1459, 3.1613, 0.7791], [-2.3061, -4.0575, -0.6647], [-1.8882, -2.4043, -1.1234], [-2.0791, -2.8271, 0.5826], [0.0941, -3.8759, -1.2822], [-0.2509, -4.3564, 1.7239], [1.0042, -5.0665, 0.6931], [-0.6819, -5.5179, 0.4707], [2.4317, -3.4920, 0.8851], [2.9364, -2.4570, -1.9482], [2.2767, -4.0511, -1.5438], [3.9334, -3.6425, -1.1075], [3.6366, -0.8673, -0.0999], [4.4322, -2.1189, 0.8547], [3.1379, -1.1448, 1.5685], [1.4308, -2.8782, 2.7779], [1.5939, -3.0539, 5.1325], [0.0686, -2.6728, 5.9314], [1.4125, -1.5406, 6.0184], [-0.7399, -0.0855, 5.1426], [-1.5358, 1.0411, 3.1260], [-3.4394, -0.8471, -0.2684], [-4.7787, -0.5221, 0.8352], [-3.2020, -1.0122, 1.4686], [-5.3083, 1.7197, 0.9031], [-5.9652, 3.9958, 1.2440], [-5.0969, 4.9310, 0.0282], [-4.7485, 5.1790, 1.7352], [-2.3018, 4.7445, 0.9452], [-0.0477, 4.2030, 1.0837], [0.2814, 3.0573, -0.2199], [0.4520, 2.5450, 1.4520], [1.6963, 0.7295, -0.8464], [2.8887, 1.5153, -0.6259], [3.2469, 1.8924, 0.6742], [4.3904, 2.6391, 0.8993], [5.1995, 3.0136, -0.1669], [4.8568, 2.6429, -1.4604], [3.7080, 1.9034, -1.6908], [2.6161, 1.5813, 1.4985], [4.6557, 2.9288, 1.9081], [6.0952, 3.5949, 0.0106], [5.4850, 2.9368, -2.2917], [3.4252, 1.6198, -2.6969], [-2.5697, 3.0182, -3.8360], [-1.7849, 1.6695, -4.5882], [-1.9551, 1.4196, -5.9342], [-1.3373, 0.3322, -6.5469], [-0.5470, -0.5218, -5.7910], [-0.3993, -0.2489, -4.4504], [0.5461, -1.2933, -3.3898], [-0.9864, 0.8383, -3.7749], [-0.7704, 0.9824, -2.4605], [-2.5799, 2.0880, -6.5113], [-1.4746, 0.1530, -7.6036], [-0.0609, -1.3808, -6.2338]],
  "largest_force_ev_per_a": 0.448,
  "de_lowest_ev": 0.0361,
  "e_lumo_ev": 0.1,
  "homo_ev": -6.82
}

Record 2
{
  "formula": "C35H39Cl2MoN2P",
  "method": "wB97M-V/def2-TZVPD",
  "elements": ["Mo", "C", "C", "C", "P", "C", "C", "C", "C", "C", "C", "C", "C", "C", "C", "N", "C", "C", "C", "C", "C", "C", "C", "C", "C", "H", "H", "H", "H", "H", "H", "H", "H", "H", "H", "H", "H", "H", "H", "H", "H", "H", "H", "H", "H", "H", "H", "H", "H", "H", "H", "H", "H", "H", "H", "H", "C", "C", "C", "C", "C", "C", "C", "H", "H", "H", "H", "H", "Cl", "C", "C", "C", "C", "C", "Cl", "C", "N", "H", "H", "H"],
  "xyz": [[0.5835, -0.0004, -0.6618], [-4.1223, 1.7357, -0.0148], [-2.6022, 1.6817, 0.1292], [-2.1985, 1.6583, 1.5989], [-1.8110, 0.2706, -0.7594], [-2.5705, 0.2162, -2.4383], [-1.9591, -0.9260, -3.2465], [-2.4903, 1.5332, -3.1989], [-2.3925, -1.3007, -0.0798], [-3.7194, -1.7320, -0.1121], [-4.0922, -2.9682, 0.3866], [-5.5256, -3.4226, 0.3788], [-3.0832, -3.7867, 0.9088], [-1.7590, -3.4040, 0.9263], [-1.3763, -2.1497, 0.4125], [-0.0795, -1.6737, 0.4099], [0.8474, -2.3365, 1.2611], [1.7951, -3.2006, 0.7028], [1.8418, -3.4296, -0.7854], [2.7018, -3.8441, 1.5362], [2.6961, -3.6478, 2.9118], [3.7033, -4.3353, 3.7908], [1.7461, -2.7833, 3.4433], [0.8200, -2.1253, 2.6423], [-0.1874, -1.1919, 3.2417], [-4.4999, 2.6532, 0.4404], [-4.5861, 0.8973, 0.5057], [-4.4526, 1.7250, -1.0537], [-2.1586, 2.5628, -0.3494], [-2.6578, 0.8090, 2.1105], [-2.5359, 2.5732, 2.0887], [-1.1188, 1.5792, 1.7160], [-3.6238, -0.0156, -2.2494], [-0.9013, -0.7346, -3.4473], [-2.4735, -1.0094, -4.2055], [-2.0444, -1.8843, -2.7312], [-1.4601, 1.7697, -3.4414], [-2.9126, 2.3712, -2.6448], [-3.0413, 1.4402, -4.1373], [-4.4852, -1.0907, -0.5329], [-6.1614, -2.7069, -0.1417], [-5.9120, -3.5344, 1.3940], [-5.6324, -4.3885, -0.1181], [-3.3517, -4.7601, 1.3046], [-1.0022, -4.0645, 1.3271], [2.1362, -2.5230, -1.3292], [0.8699, -3.7343, -1.1789], [2.5729, -4.1984, -1.0315], [3.4303, -4.5180, 1.0977], [3.8269, -5.3801, 3.5041], [3.3989, -4.3039, 4.8362], [4.6828, -3.8591, 3.7153], [1.7208, -2.6141, 4.5146], [-0.0294, -1.0889, 4.3145], [-1.2086, -1.5438, 3.0754], [-0.1064, -0.2062, 2.7752], [1.1559, 0.9154, 0.7241], [1.5660, 2.0714, 1.4788], [1.0785, 3.3393, 1.1479], [1.4403, 4.4392, 1.9059], [2.2942, 4.2877, 2.9911], [2.7864, 3.0331, 3.3233], [2.4225, 1.9257, 2.5743], [0.4264, 3.4409, 0.2897], [1.0625, 5.4201, 1.6469], [2.5760, 5.1511, 3.5795], [3.4496, 2.9174, 4.1707], [2.7829, 0.9369, 2.8287], [0.0945, 3.8225, -2.4503], [0.8145, 2.8185, -3.6739], [1.0895, 3.3715, -4.9119], [1.6754, 2.5994, -5.9017], [1.9807, 1.2681, -5.6437], [1.6869, 0.7291, -4.4085], [2.0616, -0.9407, -4.0948], [1.0950, 1.4782, -3.3709], [0.8524, 0.9179, -2.1704], [0.8480, 4.4105, -5.0871], [1.8975, 3.0315, -6.8666], [2.4402, 0.6434, -6.3965]],
  "largest_force_ev_per_a": 1.173,
  "de_lowest_ev": 0.2542,
  "e_lumo_ev": -0.5,
  "homo_ev": -6.95
}

Record 3
{
  "formula": "C35H39Cl2N4O2Rb",
  "method": "wB97M-V/def2-TZVPD",
  "elements": ["Rb", "Cl", "C", "C", "C", "N", "C", "O", "C", "C", "C", "C", "C", "N", "C", "C", "C", "Cl", "N", "C", "O", "C", "C", "C", "C", "C", "N", "H", "H", "H", "H", "H", "H", "H", "H", "H", "H", "C", "C", "C", "C", "C", "C", "C", "C", "C", "C", "C", "C", "C", "C", "C", "C", "C", "H", "H", "H", "H", "H", "H", "H", "H", "H", "H", "H", "H", "H", "H", "H", "H", "H", "H", "H", "H", "H", "H", "H", "H", "H", "H", "H", "H", "H"],
  "xyz": [[-0.2054, -1.0850, 0.6626], [-2.6876, -8.1469, 2.9369], [-2.4978, -6.4044, 2.8554], [-1.5012, -5.8788, 2.0496], [-1.3046, -4.5006, 1.9076], [-0.4051, -3.9610, 0.9714], [0.6958, -4.6154, 0.6439], [1.2368, -5.6398, 1.1172], [1.4169, -4.0483, -0.5721], [1.4858, -4.8531, -1.7140], [2.1874, -4.4092, -2.8155], [2.8335, -3.1771, -2.7508], [2.7200, -2.4504, -1.5827], [2.0180, -2.8549, -0.5133], [-2.1301, -3.6210, 2.6577], [-3.1402, -4.1782, 3.4527], [-3.3256, -5.5448, 3.5629], [-4.6117, -6.1414, 4.5964], [-1.8622, -2.2467, 2.6786], [-2.8527, -1.3840, 2.8174], [-4.0874, -1.5325, 2.6737], [-2.4029, 0.0024, 3.2969], [-3.3696, 0.8134, 3.8913], [-2.9957, 2.0238, 4.4480], [-1.6634, 2.4091, 4.3847], [-0.7756, 1.5602, 3.7452], [-1.1207, 0.3830, 3.2128], [-0.8507, -6.5525, 1.5121], [0.9903, -5.8161, -1.7024], [2.2395, -5.0104, -3.7165], [3.3982, -2.7821, -3.5874], [3.2008, -1.4824, -1.4956], [-3.8046, -3.5122, 3.9871], [-4.3896, 0.4556, 3.8948], [-3.7317, 2.6620, 4.9223], [-1.3187, 3.3509, 4.7946], [0.2689, 1.8433, 3.6460], [0.3873, 1.1960, -2.3745], [1.4725, 1.8581, -1.7321], [0.9301, 2.4994, -0.5615], [-0.4707, 2.2548, -0.5811], [-0.8123, 1.4607, -1.6925], [-2.2229, 1.1707, -2.1799], [-3.1250, 0.6980, -1.0356], [-2.8361, 2.4510, -2.7732], [-2.2224, 0.0967, -3.2702], [1.5695, 3.2126, 0.6450], [2.1971, 2.2021, 1.6297], [0.4864, 3.9709, 1.4313], [2.6236, 4.2703, 0.2899], [2.8645, 1.8768, -2.3833], [2.9462, 0.8112, -3.4891], [4.0128, 1.5728, -1.4033], [3.1417, 3.2128, -3.1021], [0.4578, 0.6210, -3.2893], [-1.1885, 2.6432, 0.1328], [-3.0986, 1.3937, -0.1927], [-2.8140, -0.2792, -0.6747], [-4.1640, 0.6034, -1.3685], [-2.8916, 3.2307, -2.0078], [-3.8484, 2.2685, -3.1634], [-2.2051, 2.8243, -3.5857], [-1.7690, -0.8279, -2.9060], [-1.6566, 0.4272, -4.1475], [-3.2480, -0.1246, -3.5874], [1.4717, 1.4239, 1.8666], [2.4941, 2.6927, 2.5679], [3.0793, 1.7176, 1.2090], [-0.2558, 3.2925, 1.8586], [-0.0376, 4.6830, 0.7847], [0.9521, 4.5236, 2.2563], [3.5231, 3.8432, -0.1484], [2.9285, 4.8074, 1.1975], [2.2098, 4.9981, -0.4156], [2.7091, -0.1835, -3.1096], [3.9597, 0.7968, -3.9066], [2.2505, 1.0333, -4.3023], [3.7829, 0.6848, -0.8091], [4.1976, 2.3925, -0.7084], [4.9481, 1.3933, -1.9499], [2.3887, 3.3627, -3.8832], [4.1361, 3.2047, -3.5751], [3.0890, 4.0640, -2.4295]],
  "largest_force_ev_per_a": 0.395,
  "de_lowest_ev": 0.0000,
  "e_lumo_ev": 4.0,
  "charge": -2,
  "homo_ev": -1.70
}